(1)
Formula: C7H14N6
Source: the Open Molecules 2025 dataset
Level of theory: the ωB97M-V functional and the def2-TZVPD basis

```
! wB97M-V def2-TZVPD RIJCOSX def2/J DEFGRID3
* xyz 2 1
H 0.93370 3.04979 0.62130
H 1.17163 -0.49922 -1.10536
N 1.02463 2.13425 0.99564
C 0.49473 1.04207 0.39212
C -0.50270 -1.00237 1.08053
H 4.47565 -1.44506 -0.42459
H -4.56571 0.19891 0.24658
H 1.08238 2.10030 2.04333
H 3.32873 -1.73504 -1.74014
N 1.47991 0.07164 -0.29987
H -0.23525 -2.06094 1.48527
H -4.27804 -0.93345 -1.26195
N 0.44812 -0.09150 1.13967
N -2.88924 0.64881 -0.85831
H -3.35926 -1.92532 1.00053
C -3.81215 -0.32628 -0.29876
N -2.91751 -1.21655 0.46615
C -1.69301 -0.70027 0.43007
C 2.92265 -0.02831 -0.15909
H -0.76688 2.10327 -1.07440
H 3.08590 0.20101 0.92061
H -2.92018 1.51062 -1.39229
H 3.38400 0.62840 -0.80974
H 3.08713 -2.15291 0.03140
C -1.69849 0.46956 -0.35057
C 3.44776 -1.42720 -0.68639
N -0.72851 1.38580 -0.39176
*
```

**ΔE to the lowest compared entry with this formula, charge and spin**: 31.2 kcal per mole
**Kohn-Sham gap (spin up / spin down)**: 7.07 / 7.08 eV
**LUMO level (spin up / spin down)**: -9.188 / -9.189 eV
**F_max**: 0.0920 Eh/bohr

Löwdin atomic charge list, values in e, 8 entries: 0.114 0.182 0.194 -0.524 -0.019 0.073 0.142 0.167

(2)
Formula: C5H11NO3S
Source: the Open Molecules 2025 dataset
Level of theory: the ωB97M-V functional and the def2-TZVPD basis

```
! wB97M-V def2-TZVPD RIJCOSX def2/J DEFGRID3
* xyz 0 1
C -1.01071 0.32996 0.29890
O -1.17475 -1.24858 -1.64810
S 2.95697 -0.00401 -0.46764
C 0.35468 0.94712 -0.27005
O 0.26379 -1.98065 1.46608
O -2.08761 1.05323 -0.18149
H 1.41037 2.68796 0.46157
H 0.96487 -2.06059 -0.59954
H -1.00234 0.04772 1.37749
H -0.19561 -1.32867 2.12153
C 1.33440 -0.05340 0.15614
N 0.37054 2.32660 0.31991
H 1.28324 0.21278 1.18330
H 0.51452 0.84985 -1.34466
H -2.21739 -1.01405 -1.77572
H -0.21959 3.11767 -0.05551
C -0.95006 -1.10758 -0.33106
H -2.28932 1.68499 0.69833
H -1.61217 -1.80315 0.18710
H 2.85569 -1.26176 -1.70574
C 0.45047 -1.39546 0.10916
*
```

**ΔE to the lowest compared entry with this formula, charge and spin**: 101.6 kcal per mole
**Kohn-Sham gap**: 9.08 eV
**LUMO level**: -0.035 eV
**F_max**: 0.1140 Eh/bohr

Löwdin atomic charge list, values in e, 8 entries: -0.323 -0.004 0.713 -0.385 -0.077 -0.043 0.118 0.132

(3)
Formula: C46H54N3P2RuSSe
Source: the Open Molecules 2025 dataset
Level of theory: the ωB97M-V functional and the def2-TZVPD basis

```
! wB97M-V def2-TZVPD RIJCOSX def2/J DEFGRID3
* xyz 0 2
C -1.46380 -3.36551 2.15804
N 1.30595 0.11459 3.25380
H 0.81453 -2.08387 -5.66847
C 3.82092 -4.45772 0.16128
H -2.66653 3.67679 2.87310
C -1.75318 -4.68793 -3.29616
C 1.42055 -4.61169 0.26415
H 1.87152 2.52665 -4.15593
C 0.98765 -1.57419 -3.56387
C -1.33968 -3.23151 -1.42343
C -0.84846 -0.89823 3.96380
H -1.39085 -5.40683 -4.02022
H 0.60266 3.65833 -3.73423
C 2.93065 -0.02813 -3.28171
C 3.72943 -3.13287 -0.23327
C -3.44528 0.25276 -3.35710
H 0.15788 -4.46803 -2.34391
H 3.06894 5.88149 -1.76548
C -2.83114 1.55536 2.63309
H 3.59298 3.92509 -3.30449
C 2.77483 3.99578 -0.72230
C -1.23012 1.54172 -4.34823
C 1.53894 3.22206 -3.37946
Ru 0.30772 -0.20141 0.02844
C 2.43580 4.99632 -1.84349
H -1.77367 -2.27416 5.41170
C -3.13527 -0.06140 -4.82635
H -4.24830 -0.39333 -2.99433
H 2.40173 1.90410 -0.28713
C 2.53584 -0.13885 3.36281
C -2.67928 -2.84046 -1.44288
H -3.86431 0.43131 -5.47378
C 3.65890 -1.17798 -4.00173
C -1.75773 -3.24497 3.58735
C 2.58328 4.33738 -3.21136
H 1.39441 -2.10420 -2.69909
H 2.74718 -6.22653 0.73440
C -2.19367 0.08985 -2.50060
C -0.83957 -2.42670 1.43913
H -1.65750 0.63614 -6.26151
H -1.92601 2.37637 -4.48181
C -1.50445 -0.32701 2.64327
C -3.32901 2.82770 2.76588
H 2.47444 5.06931 -4.01399
C 1.31976 -3.28962 -0.16190
H 4.62508 -2.54992 -0.40727
H 3.46305 -2.30701 -5.84748
P -0.24762 -2.37887 -0.25834
C -5.04910 0.60534 2.41854
H -3.03105 -2.10519 -0.72676
H 4.79290 -4.91737 0.28852
C 1.53287 -2.20654 -4.85342
H 0.50038 3.02457 -1.50206
H 3.30249 0.62764 3.40116
C -0.88185 -4.16262 -2.35129
H -3.18175 -1.57063 2.08486
C -1.16341 1.18303 -2.84216
C -3.54725 -3.37182 -2.38286
H -5.70980 -0.24200 2.28082
H 2.73527 -0.71703 -5.88106
H -0.78195 -0.20280 4.79863
H 3.30150 0.93117 -3.64985
H -1.77125 -0.90221 -2.67352
H 1.03940 -3.28967 3.44127
H 3.81995 4.10658 -0.42262
C -1.70752 0.36948 -5.20372
N -2.88517 -0.66607 2.39907
C 2.47752 -2.55420 -0.39692
H 1.13887 0.37238 -4.42130
C 1.28112 2.48061 -2.05158
H -0.27047 1.89804 -4.71553
H 2.17177 4.21530 0.16191
H 2.39724 -1.51546 -0.70854
N -1.46789 1.13375 2.53912
C 2.66864 -5.19578 0.41232
H -5.13797 3.98560 2.83874
H -3.75950 -4.70180 -4.05415
P 0.51085 0.79162 -2.11646
H 3.39585 2.17379 -1.70974
H 3.16978 -0.05555 -2.21532
H -3.24166 -1.13627 -4.99807
S 3.01038 -1.84193 3.45703
C 1.40264 -0.10300 -3.47167
C 2.52828 2.54583 -1.16075
H 0.52309 -5.17802 0.48555
H -2.24835 -4.09816 4.04360
H -6.62957 2.05018 2.52664
H -1.45052 2.07419 -2.27104
H -0.09288 -1.70212 -3.50663
Se -0.77193 1.63953 0.76834
C 1.35495 -2.25974 3.43327
C -3.08340 -4.29237 -3.31477
C -3.67795 0.44624 2.46767
H 3.75554 -2.04143 -3.33473
H -3.81107 1.27970 -3.25548
H -1.02084 -0.46940 -5.07132
C 0.48790 -1.08561 3.17665
H -2.42290 0.13799 -1.43772
H 1.64223 -3.28359 -4.69661
C -5.55728 1.90280 2.55593
C -0.36464 -1.04540 1.83863
H -1.75811 -4.29193 1.67075
C 2.88790 -1.59799 -5.24987
H 1.40441 5.34641 -1.73467
H 4.67446 -0.86855 -4.25565
H -4.58492 -3.06266 -2.39564
C -1.47925 -2.19605 4.37130
C -4.72046 2.99284 2.73237
*
```

**ΔE to the lowest compared entry with this formula, charge and spin**: 100.4 kcal per mole
**Kohn-Sham gap (spin up / spin down)**: 6.05 / 6.57 eV
**LUMO level (spin up / spin down)**: -0.291 / -0.283 eV
**F_max**: 0.0171 Eh/bohr

Löwdin atomic charge list, values in e, 8 entries: -0.087 0.065 0.105 -0.076 0.108 -0.074 -0.080 0.092